1.
Here is a molecular structure, C65H143As3F18N7O2 at a distorted geometry from the Open Molecules 2025 dataset. Energies are from ωB97M-V with the def2-TZVPD basis set.

Cartesian coordinates (Å):
C1 -10.9025 -26.3284 9.4275
C2 -9.3836 -26.5345 9.1567
O1 -8.5814 -26.6485 10.1158
O2 -9.0226 -26.6707 7.9425
H1 -11.0149 -26.1636 10.5217
H2 -11.5118 -27.2359 9.1916
H3 -11.3879 -25.4513 9.0080
C3 -9.6379 -25.4177 15.4768
C4 -9.1127 -24.1638 14.7828
C5 -8.2681 -24.5125 13.5715
N1 -7.8300 -23.3444 12.7056
C6 -6.9748 -23.8208 11.6183
C7 -5.5659 -24.2244 12.0650
C8 -4.8718 -23.1006 12.8007
C9 -5.7533 -22.6228 13.9388
C10 -7.1150 -22.2679 13.4377
C11 -9.0565 -22.8211 12.0893
H4 -10.0882 -25.1135 16.4142
H5 -8.7921 -25.9698 15.8847
H6 -10.2655 -26.1022 14.9078
H7 -8.5559 -23.5753 15.5700
H8 -9.9791 -23.5259 14.3885
H9 -8.7493 -25.2030 12.9514
H10 -7.3334 -25.0252 13.9008
H11 -7.5334 -24.7111 11.2354
H12 -6.8833 -22.9825 10.8523
H13 -5.6097 -25.1122 12.7084
H14 -5.1327 -24.4514 11.1451
H15 -3.8250 -23.3871 12.9442
H16 -4.7869 -22.2470 12.1150
H17 -5.8563 -23.4639 14.5938
H18 -5.4258 -21.7372 14.5087
H19 -7.7387 -21.9650 14.2281
H20 -7.0080 -21.4270 12.7199
H21 -9.5150 -22.2094 12.8729
H22 -9.7368 -23.6404 11.7681
H23 -8.7314 -22.1534 11.2909
C12 -7.2989 -29.4323 4.6303
C13 -8.7431 -29.5659 5.1194
C14 -9.4636 -28.2531 5.1453
N2 -10.9308 -28.2431 5.4134
C15 -11.4668 -26.8188 5.6764
C16 -13.0167 -26.7634 5.7819
C17 -13.6446 -27.4491 4.4661
C18 -13.1529 -28.8694 4.3688
C19 -11.6371 -29.0349 4.3464
C20 -11.0468 -28.9503 6.7446
H24 -7.2613 -29.0413 3.5980
H25 -6.6843 -30.3156 4.6998
H26 -6.8096 -28.5995 5.1727
H27 -8.7624 -30.0282 6.1137
H28 -9.2693 -30.3012 4.5232
H29 -9.2747 -27.8459 4.1762
H30 -8.9832 -27.6771 5.9099
H31 -11.2246 -26.2200 4.8062
H32 -10.9689 -26.4890 6.5635
H33 -13.3126 -25.7181 5.7926
H34 -13.3857 -27.1762 6.7269
H35 -13.3939 -26.8742 3.5633
H36 -14.7503 -27.3043 4.6715
H37 -13.4919 -29.2340 3.4120
H38 -13.5836 -29.4702 5.1917
H39 -11.1725 -28.6583 3.4585
H40 -11.4172 -30.0726 4.6121
H41 -10.2424 -28.5033 7.3653
H42 -10.9864 -30.0243 6.6166
H43 -11.9366 -28.6192 7.1788
C21 -6.4169 -29.0632 8.7339
C22 -6.6404 -29.6015 10.1125
C23 -8.1672 -29.8387 10.2484
N3 -8.5866 -30.3958 11.5878
C24 -7.8502 -29.6704 12.7275
C25 -8.3059 -28.2050 12.7287
C26 -9.8345 -28.0347 12.9454
C27 -10.6061 -28.8224 11.8903
C28 -10.1345 -30.2435 11.8731
C29 -8.1880 -31.8245 11.6574
H44 -5.4452 -28.5747 8.5147
H45 -7.1580 -28.2719 8.5952
H46 -6.6519 -29.8052 7.9666
H47 -6.2615 -28.8361 10.8316
H48 -6.0396 -30.4663 10.4015
H49 -8.5288 -30.5342 9.5151
H50 -8.5795 -28.8528 9.9149
H51 -6.7507 -29.7001 12.4893
H52 -8.0681 -30.2302 13.6398
H53 -7.9107 -27.7164 11.8365
H54 -7.8339 -27.6613 13.5640
H55 -10.0977 -26.9934 12.9107
H56 -10.0697 -28.3949 13.9811
H57 -10.3693 -28.2719 11.0013
H58 -11.6596 -28.8667 12.0869
H59 -10.6307 -30.7875 11.0947
H60 -10.2922 -30.8260 12.8136
H61 -8.4543 -32.2280 12.6035
H62 -7.1243 -31.8869 11.4649
H63 -8.7456 -32.3556 10.8628
C30 -16.4816 -26.9492 9.5914
C31 -17.0677 -27.6528 10.8103
C32 -15.9317 -28.2132 11.6546
N4 -16.3339 -29.2225 12.7359
C33 -17.3030 -28.6374 13.7047
C34 -16.7966 -27.5219 14.5599
C35 -15.5901 -28.0272 15.3805
C36 -14.5016 -28.5772 14.4306
C37 -15.0569 -29.5965 13.4995
C38 -16.8336 -30.4660 12.0946
H64 -15.8103 -27.5913 9.0365
H65 -15.9877 -26.0302 9.9772
H66 -17.2820 -26.7016 8.9269
H67 -17.7681 -28.4440 10.5461
H68 -17.6909 -26.9548 11.3935
H69 -15.4653 -27.4179 12.2237
H70 -15.1891 -28.8298 11.0598
H71 -18.2059 -28.3954 13.1094
H72 -17.5790 -29.4783 14.4239
H73 -16.4592 -26.6027 14.0010
H74 -17.6180 -27.1964 15.2448
H75 -15.2191 -27.2515 16.0472
H76 -15.9991 -28.7592 16.0938
H77 -13.9740 -27.7585 13.9616
H78 -13.7277 -29.1682 14.9732
H79 -14.3915 -29.8256 12.6626
H80 -15.3097 -30.5656 13.9102
H81 -16.9312 -31.1060 12.9672
H82 -16.0486 -30.8460 11.4452
H83 -17.8331 -30.4227 11.6360
C39 -3.0369 -21.9427 6.2973
C40 -4.2946 -22.6259 7.0096
C41 -4.7275 -23.8060 6.2517
N5 -5.8566 -24.5823 6.8594
C42 -6.3203 -25.7191 6.0990
C43 -6.9937 -25.3525 4.8042
C44 -8.1502 -24.3864 4.9522
C45 -7.6872 -23.1817 5.8413
C46 -7.0753 -23.6882 7.1385
C47 -5.4708 -25.1216 8.1900
H84 -2.2088 -22.6719 6.2944
H85 -2.7550 -21.0093 6.8258
H86 -3.3559 -21.6043 5.3282
H87 -5.0763 -21.9266 6.9130
H88 -4.1593 -22.8663 8.0262
H89 -3.9255 -24.5434 6.0237
H90 -5.0996 -23.4474 5.2893
H91 -5.3848 -26.2812 5.9763
H92 -7.1132 -26.1333 6.7143
H93 -6.2759 -24.9971 4.0953
H94 -7.3347 -26.3002 4.3452
H95 -8.3878 -23.9468 3.9894
H96 -9.0056 -24.8464 5.4162
H97 -7.0948 -22.4098 5.2672
H98 -8.6071 -22.6627 6.1511
H99 -6.7112 -22.9191 7.7861
H100 -7.7298 -24.3431 7.6782
H101 -4.4854 -25.5936 8.2063
H102 -6.2331 -25.8266 8.5071
H103 -5.5816 -24.3534 8.9611
C48 -19.5428 -23.9685 -0.2473
C49 -19.5898 -23.9292 1.3204
C50 -19.0326 -25.2150 1.8700
N6 -18.8487 -25.2337 3.3789
C51 -20.1777 -25.2762 4.1639
C52 -19.9467 -25.3910 5.6787
C53 -19.1756 -26.6708 5.9442
C54 -17.8359 -26.7219 5.1715
C55 -18.0515 -26.5155 3.7090
C56 -18.0821 -24.0573 3.8317
H104 -19.8876 -24.9139 -0.6273
H105 -18.5449 -23.8558 -0.6734
H106 -20.1686 -23.2071 -0.7354
H107 -20.6103 -23.7221 1.5327
H108 -19.0139 -23.0678 1.5852
H109 -18.0021 -25.4116 1.5214
H110 -19.7056 -26.0623 1.5968
H111 -20.7664 -26.0744 3.7390
H112 -20.6969 -24.3334 3.9568
H113 -20.8444 -25.4009 6.3029
H114 -19.4021 -24.5293 6.1141
H115 -19.8528 -27.4887 5.7827
H116 -18.9202 -26.7977 7.0085
H117 -17.4545 -27.7394 5.2793
H118 -17.0525 -26.0777 5.5998
H119 -18.5679 -27.2943 3.1809
H120 -17.0923 -26.2949 3.1727
H121 -17.8169 -24.1840 4.8609
H122 -18.6900 -23.1275 3.7856
H123 -17.1336 -24.0013 3.2257
C57 -11.8358 -19.6742 13.0906
C58 -12.2621 -20.6042 11.9499
C59 -11.9814 -19.8343 10.6750
N7 -12.3279 -20.5229 9.4286
C60 -13.7618 -20.8742 9.4357
C61 -14.3701 -21.3576 8.1472
C62 -13.9190 -20.6445 6.9101
C63 -12.3832 -20.4612 6.9277
C64 -12.0571 -19.7188 8.1961
C65 -11.4439 -21.7435 9.4637
H124 -10.8060 -19.4454 12.9242
H125 -11.9359 -20.1053 14.0351
H126 -12.3683 -18.7643 13.1032
H127 -13.3354 -20.9626 11.9998
H128 -11.6798 -21.5225 12.0458
H129 -10.9405 -19.4429 10.5498
H130 -12.5681 -18.9286 10.6455
H131 -14.3104 -19.9833 9.7886
H132 -13.8649 -21.6565 10.2181
H133 -15.4387 -21.2326 8.2525
H134 -14.0944 -22.4414 8.0953
H135 -14.4245 -19.6855 6.9819
H136 -14.1913 -21.0639 5.9612
H137 -12.0491 -19.8454 6.1032
H138 -11.8906 -21.4569 6.8910
H139 -12.7456 -18.8700 8.3003
H140 -11.0281 -19.3815 8.3524
H141 -10.4024 -21.5172 9.6275
H142 -11.6532 -22.3335 8.5202
H143 -11.7694 -22.3515 10.2627
As1 -13.1094 -30.8278 9.0285
F1 -11.4292 -30.2172 8.9533
F2 -12.5834 -32.4402 9.0656
F3 -14.7718 -31.2700 8.9946
F4 -13.6599 -29.1628 9.0227
F5 -13.0660 -30.8352 7.2721
F6 -13.0913 -30.8276 10.8241
As2 -7.2835 -20.1381 8.8217
F7 -6.6141 -20.4804 7.2815
F8 -8.4913 -21.4507 8.5401
F9 -8.0819 -19.9904 10.4686
F10 -6.0187 -19.1343 9.2447
F11 -8.4481 -19.0402 8.1643
F12 -6.2971 -21.5022 9.4316
As3 -12.8863 -24.7630 12.5690
F13 -12.7687 -25.5342 14.0778
F14 -11.1307 -25.0229 12.4529
F15 -12.8814 -23.8456 11.0160
F16 -14.5931 -24.4207 12.6584
F17 -12.5120 -23.1204 13.2809
F18 -13.2049 -26.3251 11.7822

The calculated total energy is -11600.70102 hartree. The multiplicity is 1. As for the total charge: +3. The value obtained for the LUMO energy is -5.4 eV. The value obtained for the orbital gap is 8.44 eV.

Here are the Mulliken charges for atoms 1 to 4, given in e: atom 1 (C): -0.1728, atom 2 (C): -0.5976, atom 3 (O): 0.3206, atom 4 (O): 0.2216

***

2.
Here is 2 unconnected molecules or ions with the total composition C5H14S at a distorted geometry from the Open Molecules 2025 dataset. Energies are from ωB97M-V with the def2-TZVPD basis set.

Cartesian coordinates (Å):
C1 -1.8188 -0.4852 0.0679
C2 -2.1337 -0.0696 1.5293
C3 0.4204 -2.3634 -0.0118
S1 -1.3115 -2.2042 -0.1305
H1 -2.7406 -0.3250 -0.4960
H2 -0.8477 0.0209 -0.0548
H3 -1.2338 -0.3026 2.2113
H4 -2.8059 -0.8057 1.9229
H5 1.0020 -1.9707 0.8435
H6 0.6055 -3.4066 -0.1607
H7 0.8670 -1.8629 -0.8794
H8 -2.2780 0.9893 1.7403
C4 1.0554 2.1339 -1.0420
C5 1.9868 1.0190 -0.5625
H9 1.5671 3.0642 -1.2046
H10 0.6479 1.7219 -1.9508
H11 0.2843 2.4458 -0.3257
H12 2.5342 0.5393 -1.3737
H13 2.8223 1.5643 -0.0804
H14 1.3773 0.2975 -0.0420

The calculated total energy is -597.02475 hartree. The multiplicity is 1. As for the total charge: 0. The value obtained for the LUMO energy is 1.0 eV. The value obtained for the orbital gap is 9.32 eV. The value obtained for the relative energy (zero: lowest compared OMol25 entry of this formula, charge and spin) is 33.0 kcal/mol. The structure (SMILES) is CCSC.CC.

Here are the natural (NBO) charges for atoms 1 to 4, given in e: atom 1 (C): -0.5520, atom 2 (C): -0.6273, atom 3 (C): -0.7839, atom 4 (S): 0.2045